ORCA calculation (wB97M-V/def2-TZVPD) on an isolated ion of composition C2H6N2O3P and charge +1 at a distorted geometry.

Last column: Mulliken spin population.
Positions of all 14 atoms, in Å:
C  1.48  0.94  0.05  0.885
C  1.22  1.60  1.30  0.337
N  -1.44  -0.22  -1.67  0.008
N  -0.51  -2.04  0.11  0.020
O  2.49  1.52  0.56  0.358
O  1.03  0.09  -0.79  0.249
O  -0.91  0.52  0.83  0.029
P  -0.69  -0.47  -0.23  0.031
H  1.16  0.81  2.04  0.066
H  0.69  2.48  1.53  0.018
H  -2.25  0.44  -1.86  0.001
H  -1.59  -0.87  -2.35  -0.001
H  -0.20  -2.59  -0.68  -0.001
H  -0.47  -2.22  1.17  0.000

Net charge = +1
Highest occupied orbital energy (spin up / spin down) = -11.18 / -15.45 eV
Spin multiplicity = 3
Frontier orbital gap (spin up / spin down) = 7.932 / 6.241 eV
Relative energy (zero: lowest compared OMol25 entry of this formula, charge and spin) = 3.418 eV
⟨S²⟩ = 2.0053
LUMO level (spin up / spin down) = -3.25 / -9.21 eV

ORCA calculation (wB97M-V/def2-TZVPD) on C43H36BrCdClN7OSSe as an isolated structure at a distorted geometry.

Last column: Mulliken charge in e.
Positions of all 92 atoms, in Å:
Cd  11.90  9.93  17.23  2.274
Cl  12.39  12.15  24.58  -0.281
C  12.31  12.13  22.81  -0.070
C  12.17  13.21  21.92  -0.520
C  12.30  13.01  20.57  -0.609
C  12.47  11.71  19.94  1.010
O  12.70  11.72  18.69  -0.655
C  12.34  10.60  20.83  0.521
C  12.07  9.26  20.39  -1.928
N  11.54  9.00  19.22  1.247
C  10.31  8.26  19.18  -0.723
C  9.97  7.15  19.94  -0.257
C  8.64  6.66  19.97  -0.755
C  7.64  7.18  19.24  -0.811
C  7.87  8.32  18.38  0.626
C  6.87  9.11  17.80  -0.576
C  7.15  10.22  17.03  -0.997
C  8.49  10.48  16.81  -0.465
N  9.49  9.83  17.45  0.470
C  9.22  8.83  18.32  0.294
C  12.30  10.85  22.22  -0.734
H  12.11  14.15  22.37  0.442
H  12.27  13.87  19.96  0.650
H  12.34  8.46  21.09  0.217
H  10.69  6.53  20.46  0.447
H  8.47  5.83  20.64  0.419
H  6.64  6.86  19.30  0.423
H  5.85  8.96  18.14  0.334
H  6.39  10.91  16.73  0.470
H  8.84  11.26  16.08  0.337
H  12.31  9.95  22.92  0.181
S  13.93  10.17  15.40  -0.393
C  13.02  11.03  14.16  -0.561
N  13.11  10.82  12.83  -0.388
N  14.17  10.08  12.52  0.401
C  14.53  9.98  11.20  0.385
C  13.80  10.60  10.20  -0.204
C  14.21  10.55  8.89  -0.633
C  15.30  9.72  8.54  -0.423
C  16.06  9.15  9.54  -0.484
C  15.71  9.31  10.85  -0.584
N  11.87  11.71  14.48  -0.292
N  11.58  11.93  15.78  0.486
C  10.71  12.96  16.02  -1.087
C  10.32  13.31  17.32  0.721
C  9.29  14.21  17.49  -0.292
C  8.62  14.82  16.45  -0.757
C  9.14  14.58  15.17  -0.596
C  10.14  13.64  14.92  -0.238
H  14.80  9.63  13.20  0.137
H  12.94  11.15  10.58  0.414
H  13.66  11.11  8.18  0.393
H  15.74  9.58  7.52  0.262
H  16.91  8.58  9.30  0.422
H  16.37  8.95  11.59  0.418
H  10.96  12.89  18.15  0.126
H  9.07  14.46  18.51  0.426
H  7.83  15.51  16.61  0.485
H  8.89  15.27  14.36  0.309
H  10.46  13.28  13.95  0.437
Br  12.17  5.50  17.25  -0.101
C  11.83  6.30  15.53  0.240
C  12.27  5.58  14.39  -0.621
C  12.05  6.20  13.13  -0.279
C  11.47  7.43  13.04  -0.782
C  11.09  8.08  14.23  -0.302
N  11.34  7.60  15.50  0.147
H  12.96  4.71  14.51  0.288
H  12.26  5.77  12.17  0.382
H  11.31  7.82  12.05  0.404
H  10.62  9.04  14.22  0.512
C  16.79  10.83  23.32  -1.368
C  16.25  10.27  22.02  0.481
C  15.68  8.98  21.95  -1.077
C  15.29  8.46  20.71  0.973
C  14.83  7.05  20.61  -1.688
C  15.42  9.26  19.52  0.564
Se  15.00  8.54  17.84  -0.331
C  15.90  10.56  19.60  0.894
C  16.07  11.43  18.43  -1.488
C  16.22  11.04  20.84  -0.876
H  16.91  10.06  24.09  0.352
H  16.00  11.55  23.69  0.219
H  17.66  11.49  23.09  0.336
H  15.64  8.34  22.86  0.160
H  14.85  6.64  21.60  0.465
H  15.56  6.50  19.98  0.371
H  13.82  6.83  20.18  0.105
H  15.06  11.70  18.07  0.075
H  16.62  10.93  17.66  0.390
H  16.58  12.35  18.75  0.388
H  16.48  12.09  20.88  0.292

Net charge = -1
Highest occupied orbital energy = -3.08 eV
Frontier orbital gap = 4.014 eV
Relative energy (zero: lowest compared OMol25 entry of this formula, charge and spin) = 2.206 eV
LUMO level = 0.93 eV

ORCA calculation (wB97M-V/def2-TZVPD) on C37H43N7OSiTi as an isolated structure.

Last column: Mulliken charge in e.
Positions of all 90 atoms, in Å:
Ti  0.53  0.64  0.25  -1.293
C  0.25  -3.52  2.03  -2.151
C  0.60  -3.21  0.60  1.062
C  -0.32  -3.45  -0.44  0.849
C  -1.65  -4.09  -0.10  -1.926
C  0.05  -3.15  -1.76  1.229
C  -0.90  -3.27  -2.92  -2.203
C  1.36  -2.76  -2.04  1.596
C  1.75  -2.52  -3.48  -2.472
C  2.30  -2.60  -1.01  1.037
C  3.75  -2.34  -1.35  -2.618
C  1.89  -2.75  0.32  1.469
C  2.83  -2.50  1.48  -2.422
H  0.10  -2.60  2.60  0.055
H  1.06  -4.07  2.52  0.478
H  -0.65  -4.13  2.12  0.486
H  -2.18  -3.54  0.67  0.289
H  -1.49  -5.10  0.28  0.395
H  -2.30  -4.18  -0.96  0.254
H  -0.55  -4.00  -3.66  0.383
H  -0.99  -2.32  -3.44  0.284
H  -1.91  -3.57  -2.63  0.407
H  1.07  -1.81  -3.95  0.352
H  1.70  -3.44  -4.06  0.423
H  2.75  -2.12  -3.57  0.444
H  3.92  -1.32  -1.69  0.237
H  4.07  -3.01  -2.16  0.549
H  4.40  -2.52  -0.50  0.414
H  3.23  -3.43  1.87  0.445
H  2.30  -2.00  2.29  0.366
H  3.66  -1.85  1.21  0.460
N  -3.70  -0.03  0.09  -0.181
C  -3.64  -0.99  1.12  -0.581
C  -2.59  -1.16  1.95  -1.543
N  -1.36  -0.21  0.18  1.424
C  -2.44  0.49  -0.44  -1.201
C  -2.07  1.84  -0.31  -0.252
N  -0.77  2.19  -0.03  2.303
C  -0.74  3.58  0.07  -0.817
C  -1.97  4.07  -0.15  -1.024
N  -2.80  2.98  -0.40  0.057
H  -4.38  -0.27  -0.61  0.283
H  -4.53  -1.62  1.18  0.545
H  -2.58  -1.89  2.75  0.477
H  0.17  4.11  0.30  0.428
H  -2.33  5.08  -0.15  0.440
H  -3.79  3.00  -0.57  0.247
N  1.79  6.16  8.30  -0.532
C  1.71  5.36  7.48  -0.025
C  1.61  4.37  6.44  0.542
C  0.81  3.25  6.62  -0.939
C  0.72  2.30  5.63  -0.155
C  1.41  2.45  4.42  0.329
C  2.22  3.57  4.26  -0.535
C  2.32  4.53  5.25  -0.938
C  1.28  1.44  3.35  1.079
C  2.44  1.14  2.52  -1.162
C  3.78  1.14  2.80  -0.226
C  4.47  0.92  1.57  -1.538
C  3.53  0.82  0.60  -0.693
N  2.26  0.96  1.15  2.377
C  0.07  0.93  3.00  0.187
C  -1.23  1.58  3.23  -1.571
C  -2.10  1.11  2.34  -1.620
C  -1.52  -0.13  1.70  2.737
N  -0.11  -0.12  2.08  -0.588
H  0.28  3.12  7.56  0.457
H  0.13  1.41  5.78  0.562
H  2.77  3.70  3.33  0.501
H  2.94  5.40  5.11  0.450
H  4.22  1.28  3.78  0.675
H  5.54  0.86  1.43  0.441
H  3.65  0.64  -0.46  0.244
H  -1.39  2.39  3.92  0.526
H  -3.13  1.42  2.21  0.568
H  -1.34  -1.21  -0.06  -0.551
C  2.93  0.95  -3.68  -1.200
Si  1.60  1.67  -2.58  1.166
C  2.40  3.12  -1.71  -1.052
C  0.10  2.19  -3.56  -1.255
O  1.05  0.53  -1.48  -0.749
H  3.45  1.77  -4.17  0.471
H  2.53  0.29  -4.45  0.318
H  3.66  0.39  -3.10  0.243
H  2.41  3.98  -2.39  0.491
H  3.43  2.88  -1.45  0.351
H  1.90  3.44  -0.79  0.078
H  0.38  2.68  -4.50  0.483
H  -0.52  2.88  -2.99  0.290
H  -0.51  1.31  -3.80  0.280

Highest occupied orbital energy = -6.61 eV
Frontier orbital gap = 5.878 eV
LUMO level = -0.73 eV

ORCA calculation (wB97M-V/def2-TZVPD) on one molecule with the formula C23H38FN3O.

Last column: natural (NBO) charge in e.
Positions of all 66 atoms, in Å:
C  -6.49  -1.48  -0.07  -0.637
C  -5.90  -0.10  -0.05  -0.021
C  -6.65  0.95  -0.55  -0.263
C  -6.18  2.24  -0.46  0.378
C  -4.97  2.53  0.14  -0.278
C  -4.21  1.48  0.61  -0.225
C  -4.63  0.16  0.51  0.151
N  -3.88  -0.91  1.01  -0.461
C  -2.96  -0.69  2.11  -0.208
C  -1.52  -0.40  1.68  -0.439
H  -0.89  -0.33  2.57  0.211
H  -1.47  0.56  1.15  0.200
C  -1.02  -1.51  0.75  -0.030
N  0.35  -1.40  0.28  -0.467
C  1.35  -1.79  1.26  -0.236
C  2.69  -1.96  0.53  -0.212
N  3.12  -0.77  -0.18  -0.463
C  3.75  0.25  0.65  -0.212
H  3.02  0.96  1.06  0.169
C  4.82  0.99  -0.15  -0.398
H  4.35  1.62  -0.91  0.191
H  5.42  0.24  -0.67  0.210
C  5.74  1.86  0.71  -0.211
C  4.98  3.03  1.34  -0.607
H  4.51  3.64  0.57  0.200
H  5.66  3.66  1.91  0.207
H  4.21  2.68  2.02  0.205
C  6.90  2.39  -0.13  -0.597
H  7.46  1.57  -0.56  0.207
H  6.52  3.01  -0.94  0.200
H  7.57  2.99  0.48  0.205
H  6.15  1.24  1.52  0.189
H  4.23  -0.25  1.50  0.194
C  2.06  -0.27  -1.04  -0.035
C  0.73  -0.12  -0.29  -0.256
H  0.84  0.65  0.49  0.164
H  -0.03  0.22  -0.99  0.232
C  1.91  -1.18  -2.26  -0.437
H  1.33  -2.06  -1.99  0.209
H  2.91  -1.50  -2.56  0.224
C  1.25  -0.50  -3.46  -0.057
O  -0.12  -0.23  -3.28  -0.722
H  -0.56  -1.06  -3.05  0.463
H  1.39  -1.12  -4.35  0.159
H  1.71  0.48  -3.65  0.173
H  2.37  0.72  -1.39  0.200
H  2.59  -2.76  -0.20  0.196
H  3.47  -2.25  1.25  0.199
H  1.46  -1.05  2.07  0.158
H  1.06  -2.75  1.71  0.201
C  -2.00  -1.62  -0.43  -0.421
C  -3.41  -1.92  0.09  -0.202
H  -4.09  -2.00  -0.75  0.211
H  -3.39  -2.89  0.62  0.186
H  -2.03  -0.68  -0.98  0.206
H  -1.68  -2.41  -1.10  0.209
H  -1.07  -2.46  1.30  0.189
H  -3.35  0.11  2.73  0.213
H  -2.96  -1.61  2.71  0.189
H  -3.26  1.71  1.07  0.211
H  -4.63  3.55  0.22  0.228
F  -6.94  3.25  -0.95  -0.330
H  -7.62  0.77  -0.98  0.222
H  -7.57  -1.42  0.07  0.220
H  -6.06  -2.09  0.72  0.229
H  -6.32  -1.98  -1.03  0.216

SMILES = Cc1cc(F)ccc1N1CCC(N2CCN(CCC(C)C)[C@@H](CCO)C2)CC1
Highest occupied orbital energy = -7.79 eV
Frontier orbital gap = 8.529 eV
Relative energy (zero: lowest compared OMol25 entry of this formula, charge and spin) = 0.143 eV
LUMO level = 0.74 eV

ORCA calculation (wB97M-V/def2-TZVPD) on a 14-piece molecular cluster, C5H36NO15 overall at a distorted geometry.

Last column: natural (NBO) charge in e.
Positions of all 57 atoms, in Å:
C  0.94  1.15  1.58  0.534
N  1.51  0.32  0.68  -0.628
C  2.99  -2.21  0.04  -0.646
C  1.64  -1.82  -0.50  -0.404
C  0.87  -0.91  0.44  -0.079
C  -0.57  -0.73  -0.27  -0.048
O  -1.37  -0.02  0.56  -0.979
O  1.57  2.19  1.74  -0.742
H  0.14  0.84  2.26  0.202
H  2.38  0.62  0.21  0.427
H  3.74  -1.45  -0.03  0.208
H  2.74  -2.35  1.15  0.235
H  3.37  -3.15  -0.46  0.201
H  0.98  -2.74  -0.70  0.200
H  1.64  -1.42  -1.52  0.212
H  0.76  -1.59  1.35  0.188
H  -0.30  -0.29  -1.15  0.153
H  -0.95  -1.69  -0.55  0.132
H  0.70  2.05  -3.72  0.462
H  1.30  0.68  -3.64  0.501
O  1.49  1.69  -3.93  -0.979
H  -1.40  1.61  0.67  0.500
H  -1.02  2.86  1.26  0.454
O  -1.37  2.55  0.46  -0.999
H  -0.21  2.79  -1.57  0.498
H  0.03  1.31  -0.92  0.501
O  0.13  1.83  -1.76  -1.014
H  2.32  3.10  -2.06  0.501
H  2.63  3.09  -0.51  0.473
O  2.93  3.32  -1.34  -0.976
H  -2.47  -1.08  1.27  0.493
H  -3.22  -1.38  2.68  0.456
O  -3.29  -1.47  1.70  -1.002
H  0.13  0.25  -4.73  0.473
H  -0.93  -0.38  -3.86  0.489
O  -0.06  -0.45  -4.04  -0.971
H  -2.19  0.89  -2.69  0.486
H  -2.50  -0.63  -2.65  0.498
O  -2.49  0.19  -3.28  -0.995
H  -4.18  1.01  -0.35  0.475
H  -2.96  0.16  -0.21  0.497
O  -3.69  0.33  -0.77  -0.991
H  -1.11  -1.69  3.53  0.464
H  -0.91  -0.85  2.32  0.498
O  -0.44  -1.12  3.18  -0.982
H  -3.77  -1.40  -1.58  0.503
H  -2.68  -2.02  -0.89  0.472
O  -3.10  -2.06  -1.76  -0.948
H  -1.10  3.92  2.72  0.466
H  0.20  3.03  2.98  0.500
O  -0.80  3.12  3.23  -0.971
H  1.76  0.33  3.91  0.467
H  2.75  1.21  3.07  0.485
O  2.66  0.23  3.57  -0.958
H  1.98  -4.17  1.03  0.463
H  1.04  -3.46  1.94  0.472
O  1.74  -4.15  1.92  -0.926

Net charge = -1
Highest occupied orbital energy = -6.30 eV
Frontier orbital gap = 8.891 eV
Relative energy (zero: lowest compared OMol25 entry of this formula, charge and spin) = 4.734 eV
LUMO level = 2.59 eV